A cluster of 2 separate species, C16H34IN2O5PS2 in total at a distorted geometry. Source: OMol25; level of theory: wB97M-V/def2-TZVPD.

ORCA input file:
```
! RIJCOSX wB97M-V def2-TZVPD def2/J DEFGRID3
* xyz 0 1
C -1.331 -1.268 -4.138
N -1.504 0.107 -3.671
C -1.612 0.214 -2.226
C -0.233 0.057 -1.567
C -0.181 0.302 -0.028
C -1.524 0.005 0.700
C -1.912 -1.441 1.025
C -2.101 -2.429 -0.136
C -3.527 -2.460 -0.689
C -3.785 -3.642 -1.611
N -3.001 -3.522 -2.846
P 1.065 -0.877 0.689
S 1.368 -0.750 2.618
C 0.266 1.751 0.364
C -0.812 2.816 0.107
C 1.629 2.180 -0.246
C 2.783 2.181 0.779
C 4.089 1.724 0.174
O 4.471 0.627 0.120
I 5.272 3.333 -0.664
O 2.034 1.324 -1.348
S 0.941 1.087 -2.477
O 1.604 0.279 -3.441
O 0.362 2.358 -2.774
H -2.039 -1.979 -3.685
H -0.311 -1.605 -3.935
H -1.462 -1.287 -5.221
H -2.352 0.488 -4.070
H -2.258 -0.573 -1.807
H -2.049 1.180 -1.972
H 0.113 -0.959 -1.796
H -2.342 0.482 0.153
H -1.457 0.527 1.659
H -2.875 -1.381 1.544
H -1.212 -1.839 1.765
H -1.875 -3.436 0.240
H -1.388 -2.242 -0.949
H -3.738 -1.543 -1.250
H -4.219 -2.530 0.158
H -4.842 -3.672 -1.885
H -3.572 -4.571 -1.058
H -2.029 -3.753 -2.666
H -3.323 -4.192 -3.535
H 2.222 -0.705 -0.075
H 0.613 -2.134 0.267
H 0.405 1.714 1.450
H -0.378 3.804 0.276
H -1.642 2.714 0.807
H -1.185 2.804 -0.915
H 1.530 3.185 -0.657
H 2.585 1.513 1.620
H 2.904 3.195 1.155
C 4.175 0.786 5.220
C 3.296 2.019 5.299
O 2.622 2.280 4.073
H 4.909 0.894 4.421
H 4.704 0.624 6.161
H 3.577 -0.103 5.008
H 3.895 2.908 5.497
H 2.572 1.919 6.115
H 2.067 1.516 3.874
*
```

HOMO level: -8.887 eV
Orbital gap: 9.38 eV
LUMO level: 0.018 Eh

---

A cluster of 2 separate species, C6H8 in total at a distorted geometry. Source: OMol25; level of theory: wB97M-V/def2-TZVPD.

ORCA input file:
```
! RIJCOSX wB97M-V def2-TZVPD def2/J DEFGRID3
* xyz 0 1
C -2.405 -0.363 -0.010
C -1.124 0.058 0.753
C -0.215 0.197 -0.198
C 1.082 0.984 -0.059
C 2.245 0.041 0.065
C 3.182 -0.655 0.219
H -1.892 -0.665 -1.030
H -3.063 0.347 -0.618
H -2.944 -1.411 0.287
H -0.827 0.309 1.962
H -0.242 -0.230 -1.276
H 1.315 1.645 0.850
H 1.305 1.760 -0.797
H 3.583 -2.017 -0.149
*
```

HOMO level: -9.508 eV
Energy relative to the best compared isomer or geometry (same formula, charge and spin): 611.3 kJ/mol
Orbital gap: 10.20 eV
LUMO level: 0.025 Eh

---

A structure of composition C20H42AlINO at a distorted geometry. Source: OMol25; level of theory: wB97M-V/def2-TZVPD.

ORCA input file:
```
! RIJCOSX wB97M-V def2-TZVPD def2/J DEFGRID3
* xyz -1 1
C 5.763 2.654 0.712
C 4.459 1.841 0.654
C 4.531 0.718 -0.404
C 3.417 0.731 -1.463
C 2.028 1.136 -0.952
C 0.911 0.399 -1.687
C -0.486 0.885 -1.309
C -0.713 2.396 -1.459
C -2.205 2.735 -1.555
C -2.861 3.025 -0.199
C -3.480 1.796 0.493
C -2.573 1.223 1.576
C -2.932 -0.179 2.066
C -3.043 -1.256 0.977
Al -1.347 -2.292 0.544
C -0.212 -2.609 2.224
C 1.106 -1.796 2.128
C 1.514 -1.082 3.428
I 1.360 1.060 3.313
C -1.775 -4.034 -0.429
C -2.577 -3.878 -1.743
C -2.213 -2.640 -2.515
N -1.008 -2.667 -3.243
O -2.951 -1.659 -2.554
H 5.878 3.269 -0.179
H 5.767 3.292 1.595
H 6.621 1.986 0.776
H 3.653 2.537 0.444
H 4.334 1.386 1.634
H 5.483 0.832 -0.928
H 4.566 -0.257 0.076
H 3.327 -0.287 -1.854
H 3.690 1.342 -2.323
H 1.930 1.011 0.126
H 1.896 2.205 -1.142
H 0.965 -0.648 -1.375
H 1.068 0.452 -2.766
H -0.675 0.572 -0.282
H -1.219 0.360 -1.922
H -0.158 2.770 -2.323
H -0.320 2.912 -0.581
H -2.739 1.928 -2.056
H -2.344 3.618 -2.186
H -2.143 3.487 0.480
H -3.662 3.747 -0.371
H -3.762 1.055 -0.251
H -4.404 2.130 0.972
H -2.654 1.893 2.439
H -1.524 1.268 1.276
H -3.843 -0.092 2.671
H -2.145 -0.477 2.766
H -3.739 -2.021 1.347
H -3.486 -0.876 0.056
H -0.403 -1.466 -0.498
H -0.750 -2.315 3.129
H 0.039 -3.667 2.328
H 1.928 -2.444 1.823
H 1.011 -1.048 1.341
H 2.554 -1.284 3.665
H 0.889 -1.378 4.261
H -2.268 -4.757 0.224
H -0.809 -4.485 -0.686
H -3.644 -3.792 -1.540
H -2.453 -4.765 -2.370
H -0.207 -2.688 -2.622
H -0.963 -1.811 -3.781
*
```

HOMO level: -4.750 eV
Orbital gap: 7.21 eV
LUMO level: 0.090 Eh

---

A cluster of 2 separate species, CH6N2S in total. Source: OMol25; level of theory: wB97M-V/def2-TZVPD.

ORCA input file:
```
! RIJCOSX wB97M-V def2-TZVPD def2/J DEFGRID3
* xyz -1 2
N 2.043 -1.238 -0.657
C 1.024 -0.368 -0.307
N 0.324 0.223 -1.175
H 2.826 -1.269 -0.024
H 2.286 -1.140 -1.633
H 0.908 -0.238 0.771
H -0.436 0.702 -0.693
S -2.393 0.993 1.320
H -3.378 1.464 2.161
H -3.203 0.871 0.236
*
```

HOMO level (alpha / beta): 0.990 / -5.244 eV
Energy relative to the best compared isomer or geometry (same formula, charge and spin): 53.3 kJ/mol
Orbital gap (alpha / beta): 2.55 / 8.68 eV
LUMO level (alpha / beta): 0.130 / 0.126 Eh
Expectation value of S²: 0.751

---

The ion C9H18N4O3P with charge +1 at a distorted geometry. Source: OMol25; level of theory: wB97M-V/def2-TZVPD.

ORCA input file:
```
! RIJCOSX wB97M-V def2-TZVPD def2/J DEFGRID3
* xyz 1 1
C 3.038 -1.918 0.494
C 3.147 -0.324 0.294
O 4.300 0.153 0.287
N 1.914 0.454 0.119
C 2.046 1.850 0.634
C 1.413 0.433 -1.288
C 0.491 -0.891 -1.443
C -0.797 -0.669 -2.374
C -2.106 -0.758 -1.413
C -2.186 0.504 -0.468
N -2.036 1.864 -0.851
N -2.188 2.571 0.296
C -2.452 1.824 1.474
N -2.435 0.483 0.955
P -2.692 -0.837 2.134
O -1.654 -0.399 3.444
O -2.048 -2.313 1.593
H 2.478 -2.433 -0.351
H 4.084 -2.387 0.507
H 2.538 -2.081 1.510
H 1.020 2.124 1.084
H 2.781 1.867 1.497
H 2.270 2.621 -0.178
H 2.247 0.375 -2.067
H 0.769 1.349 -1.507
H 1.081 -1.773 -1.864
H 0.181 -1.175 -0.377
H -0.828 0.372 -2.832
H -0.895 -1.495 -3.151
H -3.003 -0.729 -2.122
H -2.131 -1.758 -0.885
H -2.116 3.594 0.309
H -2.617 2.186 2.536
H -0.905 0.074 2.996
H -2.712 -2.757 1.011
*
```

HOMO level: -11.976 eV
Energy relative to the best compared isomer or geometry (same formula, charge and spin): 205.6 kJ/mol
Orbital gap: 7.53 eV
LUMO level: -0.163 Eh

---

A structure of composition C56H62BKN8O3S3 at a distorted geometry. Source: OMol25; level of theory: wB97M-V/def2-TZVPD.

ORCA input file:
```
! RIJCOSX wB97M-V def2-TZVPD def2/J DEFGRID3
* xyz -2 1
K 1.633 -0.159 2.463
C 1.585 -3.809 -0.125
C 0.529 -2.990 -0.784
C 0.352 -2.934 -2.129
C -0.652 -2.094 -2.679
N -1.270 -1.235 -1.932
N -1.064 -1.240 -0.601
B -1.832 -0.124 0.034
N -2.955 -0.405 0.985
N -3.953 -1.070 0.391
C -5.038 -1.302 1.059
C -5.169 -0.857 2.403
C -4.163 -0.183 3.013
C -4.247 0.302 4.418
C -2.950 0.069 2.267
S -1.621 0.863 2.869
C -6.157 -2.043 0.346
C -5.728 -2.440 -1.067
C -6.505 -3.313 1.136
C -7.389 -1.134 0.263
N -1.701 1.138 -0.474
N -2.759 2.062 -0.195
C -3.116 2.678 -1.288
C -2.348 2.659 -2.482
C -0.976 2.429 -2.298
C 0.068 3.021 -3.197
C -0.598 1.714 -1.177
S 0.895 1.931 -0.281
C -4.427 3.455 -1.187
C -4.695 3.893 0.256
C -5.548 2.503 -1.631
C -4.438 4.701 -2.076
C -0.375 -2.217 0.057
S -0.571 -2.506 1.689
C -1.127 -2.122 -4.128
C -1.203 -0.696 -4.692
C -2.551 -2.705 -4.119
C -0.240 -3.001 -5.007
H 2.279 -4.205 -0.869
H 1.138 -4.632 0.435
H 2.131 -3.197 0.601
H 0.989 -3.515 -2.785
H -6.084 -1.060 2.948
H -5.207 0.040 4.867
H -4.104 1.384 4.445
H -3.430 -0.114 5.011
H -4.857 -3.097 -1.041
H -5.454 -1.570 -1.666
H -6.553 -2.965 -1.557
H -5.631 -3.961 1.227
H -7.295 -3.871 0.625
H -6.859 -3.078 2.143
H -7.158 -0.217 -0.282
H -7.750 -0.855 1.256
H -8.202 -1.649 -0.258
H -2.681 3.218 -3.347
H -0.321 3.863 -3.773
H 0.457 2.275 -3.897
H 0.917 3.361 -2.597
H -4.617 3.057 0.950
H -5.698 4.328 0.322
H -3.967 4.642 0.575
H -5.570 1.626 -0.979
H -5.391 2.158 -2.656
H -6.520 3.006 -1.575
H -3.577 5.336 -1.860
H -5.349 5.280 -1.891
H -4.416 4.450 -3.139
H -1.795 -0.059 -4.032
H -1.671 -0.717 -5.682
H -0.218 -0.241 -4.800
H -3.215 -2.060 -3.543
H -2.566 -3.702 -3.669
H -2.930 -2.784 -5.143
H 0.795 -2.655 -5.038
H -0.625 -2.994 -6.029
H -0.238 -4.038 -4.660
C 0.386 4.425 2.619
O 0.726 4.693 3.981
C 1.533 3.862 4.726
C 1.781 4.314 5.999
C 2.586 3.602 6.898
C 3.154 2.424 6.473
C 2.947 1.921 5.177
C 3.668 0.686 4.866
N 3.820 0.149 3.715
N 4.650 -0.989 3.723
C 4.311 -1.845 2.788
O 3.317 -1.852 2.004
C 5.299 -2.996 2.645
C 5.144 -3.905 1.603
C 6.040 -4.952 1.432
C 7.105 -5.111 2.307
C 7.268 -4.209 3.352
C 6.376 -3.161 3.517
C 2.077 2.604 4.247
O 1.807 2.155 3.094
H -0.220 5.282 2.319
H -0.191 3.511 2.507
H 1.267 4.353 1.984
H 1.319 5.254 6.284
H 2.755 3.980 7.899
H 3.796 1.856 7.142
H 4.140 0.203 5.730
H 4.309 -3.760 0.931
H 5.906 -5.647 0.609
H 7.805 -5.929 2.176
H 8.099 -4.323 4.041
H 6.489 -2.443 4.319
C 4.859 -2.011 -4.456
C 5.253 -1.444 -3.252
C 4.375 -0.687 -2.491
C 3.055 -0.475 -2.917
C 2.679 -1.059 -4.135
C 3.558 -1.813 -4.896
C 2.030 0.274 -2.180
C 2.189 1.134 -1.162
C 3.493 1.671 -0.680
C 4.124 2.639 -1.466
C 5.313 3.211 -1.047
C 5.876 2.836 0.166
C 5.249 1.884 0.953
C 4.062 1.299 0.529
H 5.556 -2.604 -5.036
H 6.260 -1.603 -2.882
H 4.717 -0.292 -1.546
H 1.670 -0.903 -4.487
H 3.220 -2.246 -5.832
H 1.010 0.112 -2.517
H 3.664 2.929 -2.404
H 5.798 3.961 -1.663
H 6.800 3.295 0.497
H 5.656 1.579 1.910
H 3.616 0.533 1.144
*
```

HOMO level: -1.429 eV
Energy relative to the best compared isomer or geometry (same formula, charge and spin): 0.0 kJ/mol
Orbital gap: 5.03 eV
LUMO level: 0.132 Eh

---

A structure of composition C44H46BN9O7STi. Source: OMol25; level of theory: wB97M-V/def2-TZVPD.

ORCA input file:
```
! RIJCOSX wB97M-V def2-TZVPD def2/J DEFGRID3
* xyz -2 3
Ti -0.055 -0.380 0.016
N 0.233 0.214 -2.113
C 1.046 -0.827 -2.782
C 0.428 -2.170 -2.391
O 0.292 -3.050 -3.247
N -0.001 -2.176 -1.126
C -1.082 -3.083 -0.811
C -2.249 -2.226 -0.319
O -3.335 -2.690 -0.016
O -1.952 -0.953 -0.250
H 0.501 1.157 -2.371
H -0.737 0.125 -2.408
H 1.025 -0.739 -3.869
H 2.071 -0.775 -2.412
H -1.395 -3.665 -1.680
H -0.826 -3.791 -0.018
C -1.433 4.221 3.025
C -0.493 3.479 2.134
C 0.736 3.875 1.661
C 1.188 2.809 0.865
N 0.282 1.828 0.860
N -0.737 2.250 1.649
B -2.044 1.448 1.809
N -2.734 1.458 0.413
N -2.047 1.828 -0.690
C -2.907 1.758 -1.701
C -4.159 1.307 -1.261
C -3.997 1.116 0.095
C -4.950 0.548 1.084
C -2.445 2.107 -3.054
C -1.413 3.033 -3.222
C -0.931 3.329 -4.488
C -1.481 2.714 -5.607
C -2.512 1.800 -5.449
C -2.989 1.496 -4.182
N -1.744 0.076 2.469
N -0.694 -0.742 2.126
C -0.616 -1.695 3.058
C -1.635 -1.508 4.004
C -2.309 -0.380 3.610
C -3.436 0.273 4.340
C 0.454 -2.718 3.128
C 1.091 -3.116 1.864
C 2.119 -3.951 1.704
C 2.916 -4.560 2.803
C 1.962 -4.048 4.693
C 0.791 -3.177 4.349
C 2.479 2.807 0.145
C 2.729 2.028 -0.979
C 3.960 2.057 -1.616
C 4.972 2.878 -1.143
C 4.739 3.666 -0.024
C 3.507 3.631 0.610
H -0.981 5.171 3.309
H -1.650 3.656 3.932
H -2.382 4.421 2.528
H 1.225 4.814 1.855
H -2.767 2.025 2.573
H -5.054 1.133 -1.835
H -5.935 0.443 0.631
H -5.039 1.188 1.963
H -4.610 -0.443 1.398
H -0.990 3.503 -2.343
H -0.122 4.040 -4.600
H -1.100 2.941 -6.596
H -2.935 1.303 -6.314
H -3.769 0.755 -4.057
H -1.855 -2.122 4.859
H -3.668 -0.328 5.219
H -4.337 0.348 3.735
H -3.173 1.278 4.672
H 0.734 -2.631 0.972
H 2.452 -4.115 0.684
H 3.802 -5.067 2.426
H 2.067 -4.159 5.771
H 0.237 -2.781 5.194
H 1.980 1.340 -1.322
H 4.128 1.405 -2.464
H 5.941 2.888 -1.628
H 5.526 4.295 0.374
H 3.358 4.223 1.503
C 2.362 -7.715 4.847
C 2.988 -6.380 4.571
C 2.124 -5.371 3.873
C 3.205 -3.517 3.924
C 4.554 -3.675 4.518
C 5.042 -4.926 4.919
C 4.290 -6.118 4.976
S 5.552 -2.342 4.210
O 5.238 -1.204 5.058
O 6.948 -2.732 4.126
N 5.094 -1.829 2.668
C 4.360 -0.576 2.520
C 4.182 -0.174 1.060
C 3.084 -0.843 0.231
O 3.375 -1.582 -0.697
O 1.863 -0.477 0.524
H 1.480 -7.643 5.502
H 3.073 -8.385 5.338
H 2.013 -8.216 3.933
H 1.191 -5.824 3.526
H 3.040 -2.495 3.603
H 6.079 -4.982 5.230
H 4.816 -6.966 5.413
H 5.852 -1.964 2.014
H 4.870 0.236 3.047
H 3.374 -0.673 2.981
H 5.122 -0.302 0.517
H 3.951 0.892 1.066
*
```

HOMO level (alpha / beta): 0.298 / -1.711 eV
Energy relative to the best compared isomer or geometry (same formula, charge and spin): 269.1 kJ/mol
Orbital gap (alpha / beta): 3.46 / 5.47 eV
LUMO level (alpha / beta): 0.138 / 0.138 Eh
Expectation value of S²: 2.022